one | Entry from the OMol25 dataset: the molecule C2H6O (ωB97M-V/def2-TZVPD).

CARTESIAN COORDINATES (ANGSTROEM)
C: 0.1033 1.1994 0.2401
C: 0.0957 -0.1372 -0.6048
O: -0.2983 -1.1555 0.3329
H: -0.2291 0.9761 1.2449
H: 1.0338 1.7456 0.3186
H: -0.5415 1.9423 -0.2653
H: 1.1574 -0.2920 -0.7854
H: -0.6547 0.0000 -1.3752
H: 0.3769 -1.7980 0.4964

Results
E_HOMO: -10.203 eV
gap between HOMO and LUMO: 0.414 Ha
SMILES: CCO

***

two | Entry from the OMol25 dataset: a 2-piece molecular cluster, C2H6O overall (ωB97M-V/def2-TZVPD).

CARTESIAN COORDINATES (ANGSTROEM)
C: -0.9707 -0.7934 1.5345
C: -0.9990 -0.1778 0.3829
H: -0.9358 -1.7745 1.4976
H: -1.0982 -0.2357 2.5318
H: -1.0640 0.8304 0.3959
H: -1.1148 -0.6792 -0.6426
O: 1.9161 0.7349 -1.6113
H: 1.8416 0.5756 -2.5087
H: 2.4247 1.5199 -1.5799

Results
E_HOMO: -9.973 eV
gap between HOMO and LUMO: 0.402 Ha
SMILES: C=C.O

***

The least stable of them is two.

***

one | Entry from the OMol25 dataset: a 2-piece molecular cluster, C3H10NO overall (ωB97M-V/def2-TZVPD).

CARTESIAN COORDINATES (ANGSTROEM)
C: 0.0581 3.8002 -1.2855
O: 0.6238 4.4444 -0.2670
H: 0.7281 3.2326 -2.0110
H: -0.4626 4.4384 -2.0646
H: -0.7124 3.0392 -0.9930
C: 0.1067 -1.9153 -0.3974
N: -0.6919 -2.3997 0.7534
C: -0.1642 -3.6603 1.2909
H: -0.1297 -2.5122 -1.2717
H: 1.1572 -1.9225 -0.1014
H: -0.2313 -0.8956 -0.5673
H: -0.6460 -1.6719 1.4634
H: 0.8169 -3.5331 1.7608
H: -0.8814 -4.0094 2.0355
H: -0.0859 -4.3624 0.4626

Results
E_HOMO: -1.711 eV
total charge: -1
gap between HOMO and LUMO: 0.175 Ha

***

two | Entry from the OMol25 dataset: a 2-piece molecular cluster, C3H10NO overall (ωB97M-V/def2-TZVPD).

CARTESIAN COORDINATES (ANGSTROEM)
C: 0.1162 -0.3109 1.5576
C: -0.6274 -1.4646 0.8242
N: -0.1788 -1.6773 -0.5796
H: 0.1685 0.5955 0.8153
H: -0.4992 0.0049 2.4293
H: 1.1230 -0.7086 1.8112
H: -0.4766 -2.4067 1.3681
H: -1.7002 -1.2305 0.6747
H: 0.6598 -2.2686 -0.6869
H: -0.0225 -0.7702 -1.0264
C: 0.5099 2.2471 -1.0547
O: 0.0018 0.9603 -0.7412
H: 1.5680 2.4971 -0.7174
H: 0.4570 2.4380 -2.1543
H: -0.0330 3.0788 -0.4894

Results
E_HOMO: -2.727 eV
total charge: -1
gap between HOMO and LUMO: 0.271 Ha

***

three | Entry from the OMol25 dataset: a 2-piece molecular cluster, C3H10NO overall (ωB97M-V/def2-TZVPD).

CARTESIAN COORDINATES (ANGSTROEM)
C: 0.1930 0.5143 0.6624
O: -0.8098 0.4105 -0.2485
C: 0.8511 -0.8406 0.9951
C: -0.1646 -1.8367 1.5481
H: -0.1448 0.9395 1.6428
H: 1.0232 1.1800 0.3271
H: 1.6889 -0.7311 1.7018
H: 1.2742 -1.2310 0.0641
H: 0.2904 -2.8021 1.7796
H: -0.9609 -1.9642 0.8171
H: -0.6216 -1.4338 2.4580
N: 0.0274 1.5967 -2.6229
H: -0.2668 1.1406 -1.7188
H: 0.0410 0.8897 -3.3478
H: -0.6873 2.2654 -2.8766

Results
E_HOMO: -2.680 eV
total charge: -1
gap between HOMO and LUMO: 0.265 Ha

***

four | Entry from the OMol25 dataset: a 2-piece molecular cluster, C3H10NO overall (ωB97M-V/def2-TZVPD).

CARTESIAN COORDINATES (ANGSTROEM)
C: -1.0253 -0.6110 2.1038
O: 0.1378 -1.2832 2.0039
H: -1.8375 -1.2352 2.5850
H: -1.5147 -0.4492 1.1125
H: -1.0918 0.3854 2.5965
C: 1.0442 1.1448 -0.4471
C: 0.0718 0.0697 -0.8658
N: 0.2296 -0.3090 -2.3285
H: 1.0888 1.1035 0.6457
H: 0.7743 2.1485 -0.7632
H: 2.0974 1.0128 -0.7340
H: -0.8843 0.5930 -0.8444
H: 0.1166 -0.8006 -0.2276
H: 1.1779 -0.6694 -2.3712
H: -0.3847 -1.1001 -2.4657

Results
E_HOMO: -2.078 eV
total charge: -1
gap between HOMO and LUMO: 0.236 Ha

***

The least stable of them is one.

***

one | Entry from the OMol25 dataset: a 2-piece molecular cluster, H3N3 overall (ωB97M-V/def2-TZVPD).

CARTESIAN COORDINATES (ANGSTROEM)
N: -2.2325 0.5432 0.0652
N: -1.7727 1.3574 0.6407
N: 1.1669 -0.4562 0.1030
H: 0.6215 0.4374 -0.1850
H: 1.7537 -0.7298 -0.6397
H: 0.4630 -1.1519 0.0159

Results
E_HOMO: -10.456 eV
gap between HOMO and LUMO: 0.436 Ha
SMILES: N#N.N

***

two | Entry from the OMol25 dataset: the molecule H3N3 (ωB97M-V/def2-TZVPD).

CARTESIAN COORDINATES (ANGSTROEM)
H: 2.1114 0.2554 -0.1639
N: 1.1968 -0.1801 -0.0168
N: 0.1800 0.6838 -0.1305
N: -0.9405 -0.0663 -0.1239
H: -0.8271 -1.0751 0.1519
H: -1.7206 0.3823 0.2833

Results
E_HOMO: -9.754 eV
gap between HOMO and LUMO: 0.392 Ha
SMILES: [H]/N=N/N

***

The least stable of them is two.

***

one | Entry from the OMol25 dataset: a 14-piece molecular cluster, C4H38N2O13S overall (ωB97M-V/def2-TZVPD).

CARTESIAN COORDINATES (ANGSTROEM)
N: 1.1392 0.1490 0.0832
C: 1.4530 -0.5035 1.3799
C: 0.4121 -1.5411 1.5909
C: 0.5433 -2.2108 2.9750
S: -0.4046 -3.7896 3.1763
C: 1.5682 0.5531 2.4924
N: 2.2846 1.8116 2.1233
H: 0.3615 0.8067 0.1123
H: 1.9786 0.6886 -0.1819
H: 2.4449 -0.8911 1.1910
H: 0.3865 -2.3082 0.8126
H: -0.6334 -1.1691 1.6057
H: 0.3106 -1.5050 3.8223
H: 1.5804 -2.5578 3.1421
H: -1.4589 -3.3718 2.3864
H: 1.9182 0.2779 3.4561
H: 0.5419 0.9161 2.8077
H: 2.9084 1.7459 1.3654
H: 2.8259 2.0522 2.9331
H: 4.9059 0.7385 0.5453
H: 5.1130 1.6887 -0.8264
O: 4.8880 1.5471 0.0645
H: -3.9666 0.4871 -2.6251
H: -3.5216 0.5594 -4.1282
O: -3.8008 1.0791 -3.4102
H: 0.9444 0.2180 -2.1144
H: -0.2992 -0.6630 -2.4137
O: 0.5354 -0.3494 -2.7840
H: -3.0081 -0.5164 0.1872
H: -4.1094 -1.8074 0.2817
O: -3.1888 -1.5036 0.1744
H: -2.9106 1.4128 -0.1854
H: -4.4404 1.7572 -0.1657
O: -3.7923 1.0222 -0.2540
H: -1.7167 3.1545 -0.0061
H: -1.4098 2.2340 -1.1268
O: -1.4078 2.1910 -0.1245
H: -2.3573 2.0749 -3.0306
H: -1.0862 1.2128 -3.0729
O: -1.4139 2.1459 -2.8055
H: 3.2203 -2.6509 -0.2091
H: 3.7861 -2.8146 1.1874
O: 3.9511 -2.3443 0.3496
H: -1.2925 4.7741 1.3407
H: -2.9497 4.7446 1.2800
O: -2.1034 4.7690 0.8401
H: 0.2000 -3.2796 -1.4914
H: 0.1344 -4.6356 -2.1470
O: -0.4255 -3.9208 -1.7713
H: 1.6643 -1.7097 -2.2036
H: 2.5054 -2.6439 -2.9084
O: 1.9252 -2.6559 -2.1382
H: -2.3730 -1.5160 -1.7332
H: -1.4526 -2.2410 -2.6850
O: -1.9757 -1.4124 -2.6378
H: -0.1962 2.6589 1.7398
H: 1.1116 3.4556 1.8897
O: 0.1525 3.5862 1.8444

Results
E_HOMO: -9.012 eV
gap between HOMO and LUMO: 0.341 Ha

***

two | Entry from the OMol25 dataset: a 14-piece molecular cluster, C4H38N2O13S overall (ωB97M-V/def2-TZVPD).

CARTESIAN COORDINATES (ANGSTROEM)
N: 1.4820 -0.2186 0.5236
C: 0.9638 1.0007 -0.3152
C: 2.0863 1.7703 -1.0307
S: 2.9518 2.7080 0.2360
C: -0.0486 0.4774 -1.3878
N: -1.1920 -0.1213 -0.6525
C: -1.0702 -1.3789 0.1672
H: 2.4459 -0.0452 0.8867
H: 1.5120 -0.9230 -0.1708
H: 0.3640 1.5691 0.4203
H: 2.8407 1.0923 -1.4329
H: 1.7163 2.3681 -1.8428
H: 2.6737 1.9788 1.4364
H: 0.3428 -0.2182 -2.0609
H: -0.4807 1.3341 -1.9036
H: -1.6134 0.7179 -0.2327
H: -0.2216 -2.0178 -0.0748
H: -1.9661 -1.8252 -0.1594
H: -1.0429 -1.2025 1.2117
H: 0.3449 -0.8827 4.1574
H: 0.8378 0.3899 3.5264
O: 0.0494 -0.1055 3.7401
H: -1.2495 1.3251 3.0586
H: -1.1413 2.3957 4.0966
O: -1.4082 2.2190 3.1967
H: -1.3921 -4.3196 -0.2762
H: 0.1192 -4.2773 0.1102
O: -0.7854 -4.4153 0.4540
H: -3.9178 -0.9723 -0.4068
H: -4.5630 -1.0513 -1.7969
O: -4.2483 -1.6511 -1.0456
H: 4.7928 -0.4706 0.9169
H: 4.5939 -1.8751 0.7394
O: 4.5482 -1.0755 0.1368
H: -4.1689 1.4839 -1.1675
H: -4.0601 2.0277 0.0638
O: -4.2674 1.1261 -0.2721
H: -1.6865 3.1845 -0.0426
H: -1.7370 3.0520 1.5610
O: -1.3217 2.8334 0.7208
H: 3.6262 -0.3670 2.7677
H: 3.4342 -1.9222 2.9798
O: 4.0466 -1.2163 2.6517
H: 0.6717 -2.4823 -3.2366
H: 1.6348 -2.5871 -1.9761
O: 1.1843 -1.9666 -2.5533
H: -1.5025 -1.9554 -2.0950
H: -2.9912 -2.0271 -2.2304
O: -2.1510 -2.2973 -2.6811
H: 1.2868 -1.5082 2.3381
H: 1.1994 -2.9629 2.7726
O: 1.6126 -2.1185 3.1082
H: -2.9674 3.2933 -2.6482
H: -2.0798 2.3093 -1.8507
O: -2.6898 3.0119 -1.7732
H: -0.5135 0.1812 -3.5738
H: -1.6205 -0.7182 -4.2110
O: -1.3554 0.1872 -4.0422

Results
E_HOMO: -8.354 eV
gap between HOMO and LUMO: 0.300 Ha

***

The least stable of them is two.

***

one | Entry from the OMol25 dataset: a 2-piece molecular cluster, C8H11ClN2O2S overall (ωB97M-V/def2-TZVPD).

CARTESIAN COORDINATES (ANGSTROEM)
C: 0.9274 1.5707 0.8669
C: 0.8710 0.3304 -1.2225
C: 1.1437 2.7798 0.1672
C: 0.9069 0.3965 0.1553
C: 0.9737 1.5624 -1.6971
C: 1.2283 -2.2768 0.2273
C: -0.6926 -1.1422 1.1422
C: 0.8061 -0.9708 0.8499
N: 1.1670 2.6847 -1.1717
N: -3.7712 0.6364 -2.3308
O: -1.5549 -0.4060 -1.7551
O: 1.4103 -0.7450 2.1911
S: -2.2944 0.8300 -2.1112
Cl: -2.0147 1.9141 -0.0383
H: 0.9234 1.3854 1.9133
H: 0.8486 -0.6685 -1.5995
H: 1.2686 3.7468 0.6448
H: 0.9903 -2.2896 -0.7888
H: 2.3559 -2.4041 0.0707
H: 0.8702 -3.1747 0.7054
H: -1.1787 -0.2885 1.4081
H: -0.9629 -2.0009 1.6889
H: -1.1199 -1.2884 0.2312
H: -4.5118 1.3541 -2.2040
H: 1.4096 -1.5360 2.6566

Results
E_HOMO (alpha / beta): -7.746 / -7.746 eV
gap between HOMO and LUMO (alpha / beta): 0.170 / 0.170 Ha

***

two | Entry from the OMol25 dataset: a 2-piece molecular cluster, C8H11ClN2O2S overall (ωB97M-V/def2-TZVPD).

CARTESIAN COORDINATES (ANGSTROEM)
C: -1.6983 3.3868 1.4261
C: -1.6572 2.1911 -0.9007
C: 1.9858 -1.9666 -0.4997
C: 1.4364 -0.8264 -0.9238
C: 2.3771 -2.9723 -1.4503
C: -1.3408 -0.9257 1.0947
C: 1.0389 0.2733 -0.0569
C: -1.0311 0.1300 0.0893
N: -1.4787 2.0840 1.4279
N: -1.6260 1.3821 0.2568
O: -1.7891 4.0713 2.3944
O: -1.5459 1.7491 -2.0330
S: -1.9607 3.9121 -0.2848
Cl: 1.4710 1.9452 -0.6011
H: 2.0586 -2.0353 0.6243
H: 1.1533 -0.6406 -1.9808
H: 3.2032 -2.6487 -2.1220
H: 2.6391 -3.9064 -0.9749
H: 1.5304 -3.0996 -2.0491
H: -0.8399 -0.6074 2.0368
H: -2.4183 -1.1503 1.2265
H: -0.7523 -1.8199 0.9670
H: 1.4574 0.2048 0.9726
H: -1.2056 -0.3898 -0.9039
H: -1.0075 1.6591 2.2645

Results
E_HOMO: -8.442 eV
gap between HOMO and LUMO: 0.329 Ha

***

The least stable of them is one.

***

one | Entry from the OMol25 dataset: the molecule C3H7NO (ωB97M-V/def2-TZVPD).

CARTESIAN COORDINATES (ANGSTROEM)
C: -0.0423 -1.0641 1.3771
C: 0.3901 0.6566 -1.4678
C: -0.0620 1.0870 -0.0407
N: -0.7247 -1.9362 0.8037
O: 0.3756 0.1611 1.0239
H: 0.5468 -1.2468 2.2985
H: 1.3891 0.5613 -1.3099
H: -0.1021 -0.1504 -1.7780
H: 0.0105 1.4064 -2.1147
H: 0.3902 2.1324 0.2430
H: -1.0888 1.1757 -0.1554
H: -1.0824 -2.7830 1.1204

Results
<S²>: 2.01
E_HOMO (alpha / beta): -4.468 / -9.984 eV
2S+1: 3
gap between HOMO and LUMO (alpha / beta): 0.206 / 0.288 Ha

***

two | Entry from the OMol25 dataset: a 2-piece molecular cluster, C3H7NO overall (ωB97M-V/def2-TZVPD).

CARTESIAN COORDINATES (ANGSTROEM)
C: -0.5637 1.2282 0.1388
C: 1.4377 -0.8756 0.2406
C: 0.1643 -0.6752 -0.4882
N: -1.8654 1.1326 0.0552
O: 0.2878 2.0353 0.2653
H: 1.5464 -0.9717 1.3697
H: 1.8363 -1.8751 0.0980
H: 2.1871 -0.2511 -0.0591
H: -0.5707 -1.2137 -0.0579
H: 0.1967 -0.6608 -1.5122
H: -2.2726 0.1953 -0.1985
H: -2.3838 1.9317 0.1485

Results
<S²>: 2.01
E_HOMO (alpha / beta): -4.526 / -10.969 eV
2S+1: 3
gap between HOMO and LUMO (alpha / beta): 0.202 / 0.368 Ha

***

The least stable of them is one.